26
Properties=species:S:1:pos:R:3:forces:R:3 method="wB97M-V/def2-TZVPD" charge=+2 orbital_gap_ev="6.40 / 6.15" homo_energy_ev="-15.5 / -15.6" smiles="C=[N+]1C(/N=C/C)=[NH+]C2=C1CCC=C2" total_energy_ha=-552.36851 de_lowest_ev=2.785
C 2.181700 -1.632544 -0.227663 0.739 1.675 0.324
C 3.416340 -1.081260 -0.161533 -1.083 0.604 -0.132
C 1.039008 -0.838672 -0.074455 -0.973 3.921 -0.136
C 1.052724 0.572225 -0.035409 2.366 -3.536 0.130
C -1.075550 -0.153840 0.282994 -2.958 0.441 -1.665
C -0.527726 2.303704 0.261611 -2.674 3.371 1.423
C -3.589262 -0.687386 0.379516 1.988 -0.065 1.807
C 3.643012 0.323178 0.215444 -0.619 1.450 -0.533
C 2.372216 1.223813 -0.190054 0.978 2.048 0.855
C -4.581374 -0.659521 -0.667233 -1.530 0.270 0.496
N -2.368268 -0.282471 0.245131 0.939 1.317 0.406
N -0.316651 -1.194471 -0.023307 1.184 -1.191 1.171
N -0.189869 1.093337 0.191884 -0.902 -3.932 -0.094
H 2.092601 -2.633993 -0.111867 -0.317 -3.146 -0.439
H 4.279508 -1.675909 -0.263246 0.802 -0.934 0.057
H -1.568412 2.713601 0.516628 1.523 -1.223 -0.586
H 0.263950 3.025977 0.296441 0.313 0.293 -0.448
H -3.856656 -1.021598 1.449439 0.149 0.345 -1.673
H 3.735642 0.222379 1.306518 0.265 0.459 0.034
H 4.620194 0.738435 -0.213233 -1.576 -0.409 0.674
H 2.547916 1.465837 -1.222448 -0.176 0.119 -0.823
H 2.297610 2.261091 0.284794 0.783 -1.419 -0.152
H -5.435902 -0.203138 -0.116083 0.143 0.235 -0.552
H -5.036542 -1.643848 -0.827300 0.398 -0.204 -0.084
H -4.365572 -0.137366 -1.598062 0.240 -0.146 0.235
H -0.630638 -2.097561 0.301483 -0.002 -0.345 -0.294

16
Properties=species:S:1:pos:R:3:forces:R:3 method="wB97M-V/def2-TZVPD" charge=0 orbital_gap_ev=10.51 homo_energy_ev=-9.8 smiles="CCCC=O.O" total_energy_ha=-308.85882 de_lowest_ev=1.070
O 0.772563 -2.352344 0.511848 0.519 -0.052 -0.382
C -0.158166 -2.160153 -0.224250 -0.990 0.113 1.590
C -0.900234 -0.840218 -0.245760 0.657 0.653 -0.021
C -0.334244 0.203137 0.726210 -0.252 0.033 0.848
C -1.358624 1.285801 1.050272 -0.285 1.030 -0.616
H -0.654491 -3.024164 -0.688745 0.096 -0.016 -0.685
H -0.861468 -0.440073 -1.263840 -0.147 -0.037 -0.113
H -1.957842 -0.966399 -0.010766 -0.065 -0.498 -0.140
H -0.109651 -0.211682 1.706905 0.181 -0.713 -0.173
H 0.618817 0.592236 0.374725 -0.043 0.221 -0.124
H -1.146530 1.927378 1.910150 0.451 -0.400 0.093
H -2.353841 0.874732 1.244751 0.106 -0.135 -0.123
H -1.453441 2.014619 0.237437 -0.211 -0.192 -0.163
H 1.025966 2.362073 -1.754507 1.082 0.330 0.523
H 2.041274 3.429622 -2.067043 0.319 0.675 -0.456
O 1.892852 2.726942 -1.448327 -1.419 -1.010 -0.060

113
Properties=species:S:1:pos:R:3:forces:R:3 method="wB97M-V/def2-TZVPD" spin_multiplicity=4 charge=+1 orbital_gap_ev="4.93 / 5.75" homo_energy_ev="-10.2 / -11.0" total_energy_ha=-5806.29832
C -1.202148 -1.751985 -0.320295 0.553 0.880 -0.200
P -2.383795 -1.075312 -1.564284 -1.280 -2.415 -0.153
O -1.567980 -1.208364 -2.999778 -0.413 1.629 1.223
N -2.581626 0.684421 -1.205249 2.008 0.076 -0.658
C -1.587045 1.636348 -1.335561 1.043 0.118 0.019
Br 0.169822 1.380125 -1.922156 -0.624 -0.464 0.129
C -2.114638 2.802380 -0.934903 -0.562 1.603 1.111
S -1.350776 4.396487 -0.818841 1.874 1.299 -1.266
O -1.903401 5.331072 -1.718462 -2.061 0.135 0.423
O 0.036057 4.237142 -1.023718 0.528 -1.051 1.237
F -1.588640 4.898732 0.675768 -0.326 -0.875 -1.276
N -3.435449 2.562750 -0.568184 -0.595 1.854 0.535
I -4.759247 4.069876 0.198342 0.757 -1.072 -0.401
C -3.690302 1.291250 -0.744166 -0.993 -1.310 0.129
C -4.966173 0.568503 -0.456777 -0.041 -0.264 -0.133
C -6.160646 0.953705 -1.387506 -0.072 -0.156 -0.309
O -6.033914 2.203367 -2.041048 0.134 0.252 0.385
H -1.599123 -2.706273 0.038285 -0.011 0.178 -0.174
H -1.050026 -1.096761 0.548545 -0.138 -0.113 -0.153
H -0.220925 -1.902487 -0.788651 -0.220 -0.048 0.106
H -1.522494 -0.314590 -3.394485 0.371 -0.591 -0.633
H -4.773749 -0.501165 -0.601844 0.045 0.241 0.097
H -5.200993 0.688843 0.609083 -0.046 0.250 -0.256
H -7.056432 0.976594 -0.759684 0.109 0.265 -0.257
H -6.339897 0.193323 -2.160472 0.294 -0.114 0.381
H -5.303820 2.196370 -2.675077 -0.316 -0.220 -0.033
C 0.484661 3.870806 2.837209 0.363 0.325 0.067
C 0.427554 2.607424 3.716095 -0.888 1.211 -1.441
C -0.484765 2.870672 4.916467 0.125 -0.025 0.528
C 0.140418 3.831292 5.925262 0.073 0.003 -0.053
C 1.516062 3.332987 6.366623 -0.633 -0.200 0.029
C 2.460445 2.962502 5.214850 1.460 1.535 0.111
N 1.788928 2.174967 4.137000 -1.257 -1.477 1.949
O 1.703350 0.929869 4.512932 0.552 -0.038 -0.592
C 3.092765 4.232066 4.608014 -0.255 0.292 -0.172
C 3.654160 2.209478 5.812258 -0.178 -0.701 -0.122
C -0.225172 1.565365 2.800178 0.226 -0.654 0.144
H -0.457961 4.015655 2.319559 -0.070 -0.213 0.141
H 0.650461 4.794196 3.386738 0.119 -0.060 0.049
H 1.260800 3.782723 2.073628 0.033 -0.011 0.057
H -0.715654 1.927527 5.423705 0.135 -0.065 -0.087
H -1.441881 3.272820 4.572660 0.070 -0.022 -0.180
H 0.214364 4.839746 5.509306 0.005 -0.031 -0.055
H -0.511158 3.913471 6.797793 0.029 0.022 -0.010
H 1.988198 4.091363 6.994688 0.169 -0.052 -0.103
H 1.365491 2.457947 7.007581 0.077 -0.085 -0.122
H 3.695301 3.985601 3.732157 -0.057 -0.051 -0.005
H 3.752617 4.712605 5.330820 -0.028 -0.148 0.079
H 2.369558 4.992538 4.320948 -0.033 -0.059 -0.053
H 3.346549 1.342738 6.396845 -0.051 -0.042 -0.155
H 4.207419 2.862909 6.486569 -0.124 0.157 -0.089
H 4.340842 1.872474 5.033539 -0.046 0.001 -0.006
H 0.402097 1.368406 1.925829 0.049 -0.009 0.054
H -1.191141 1.933541 2.444278 0.048 0.215 0.097
H -0.415684 0.618351 3.304605 0.155 0.024 0.019
C 1.909911 -2.517448 5.876342 0.395 -0.007 -0.010
C 0.938903 -3.204644 4.892250 0.302 1.080 1.726
C 0.584577 -4.595323 5.423589 0.117 -0.498 -0.285
C 1.754410 -5.571724 5.331345 0.040 0.057 -0.030
C 2.295808 -5.641098 3.904173 -0.554 -0.137 0.329
C 2.593983 -4.275770 3.269119 2.109 0.038 -0.065
N 1.520204 -3.266675 3.516526 -1.898 -2.094 -0.591
O 0.548574 -3.483976 2.670619 0.329 0.829 -0.140
C 3.943188 -3.729229 3.779702 0.079 0.059 0.394
C 2.833749 -4.498171 1.771825 -0.626 0.156 -0.294
C -0.304891 -2.313675 4.929768 -0.329 0.011 -0.662
H 1.386257 -2.235752 6.790916 -0.163 -0.020 -0.120
H 2.733396 -3.146832 6.205569 0.012 -0.022 -0.123
H 2.323347 -1.605356 5.441251 -0.026 -0.021 -0.025
H -0.262353 -5.004424 4.861949 0.035 0.111 -0.113
H 0.252495 -4.520613 6.461720 0.022 0.209 -0.028
H 2.549796 -5.291829 6.026961 -0.024 0.054 -0.008
H 1.421161 -6.565045 5.639731 0.042 0.010 -0.006
H 3.200360 -6.253385 3.893420 0.071 0.147 -0.138
H 1.560966 -6.173405 3.290920 -0.023 0.147 -0.077
H 4.121204 -2.720200 3.403697 -0.085 0.007 0.022
H 4.765255 -4.355644 3.431069 -0.129 -0.066 -0.096
H 4.029606 -3.708627 4.863479 -0.072 0.057 -0.012
H 2.000741 -5.010313 1.290751 -0.068 0.135 0.052
H 3.714403 -5.123144 1.623816 0.035 0.043 0.210
H 3.002620 -3.552448 1.252584 -0.019 0.002 0.042
H -0.072697 -1.309144 4.566706 0.061 -0.040 0.012
H -0.669497 -2.222142 5.953086 0.195 -0.083 0.050
H -1.127869 -2.713602 4.336875 0.122 -0.038 -0.093
C 0.869701 -1.792589 -7.979685 0.150 0.166 -0.292
C -0.351395 -1.205574 -7.240517 1.200 -1.576 -0.391
C -1.614815 -1.483845 -8.058220 -0.341 0.419 -0.215
C -1.680320 -0.654648 -9.337006 0.066 0.026 -0.002
C -1.532725 0.834003 -9.031192 -0.426 -0.504 0.150
C -0.331764 1.185537 -8.142847 1.342 1.020 -1.339
N -0.167736 0.257814 -6.979367 -2.926 0.198 0.265
O -1.006297 0.627121 -6.047529 0.813 -0.056 0.444
C 0.965523 1.201803 -8.977254 0.130 -0.337 -0.197
C -0.493415 2.641522 -7.691407 -0.271 -0.066 0.650
C -0.407043 -2.002813 -5.937197 -0.228 0.442 0.451
H 0.852930 -2.881733 -7.930317 -0.119 0.037 0.145
H 0.898709 -1.555706 -9.039984 0.022 0.095 0.044
H 1.803934 -1.458035 -7.525425 -0.036 0.043 -0.005
H -2.503504 -1.272152 -7.453308 0.099 0.080 0.097
H -1.664967 -2.545569 -8.310000 0.176 -0.019 0.129
H -0.913122 -0.974605 -10.046622 0.021 -0.019 0.045
H -2.638330 -0.828598 -9.831492 0.034 0.017 -0.022
H -1.464951 1.386953 -9.970469 0.151 0.122 0.109
H -2.454384 1.171881 -8.545206 0.094 0.023 0.133
H 1.836369 1.363117 -8.339610 -0.042 -0.045 0.042
H 0.940999 2.013995 -9.704283 -0.138 0.046 0.099
H 1.130354 0.295912 -9.555513 0.000 -0.025 0.078
H -1.446931 2.817626 -7.193978 0.072 -0.101 0.090
H -0.462856 3.305182 -8.555151 0.073 -0.177 -0.104
H 0.308557 2.938163 -7.012541 -0.013 -0.038 -0.007
H 0.490216 -1.833405 -5.336839 -0.025 0.025 -0.011
H -0.465653 -3.069414 -6.152895 0.060 0.062 -0.188
H -1.275918 -1.758640 -5.330932 0.023 0.092 -0.071

80
Properties=species:S:1:pos:R:3:forces:R:3 method="wB97M-V/def2-TZVPD" spin_multiplicity=2 charge=-2 orbital_gap_ev="6.65 / 6.62" homo_energy_ev="-2.2 / -2.2" total_energy_ha=-3581.50486
Co 2.133991 -0.591573 -0.393572 0.426 -0.126 0.175
O 4.020125 -3.731826 4.231291 0.069 -0.235 0.296
C 3.750050 -3.042286 3.090108 -0.049 0.097 -0.212
C 3.313855 -3.688475 1.940181 0.060 -0.092 0.061
C 3.037593 -2.916895 0.833148 -0.023 -0.214 -0.155
N 3.202889 -1.608240 0.863653 -0.529 0.251 -0.310
C 3.622650 -0.979973 1.948678 0.183 0.237 0.079
C 3.923227 -1.666801 3.104325 0.113 0.087 0.084
C 3.694662 0.539920 1.790327 -0.030 -0.139 0.175
O 4.300174 1.175264 2.660066 -0.087 0.067 -0.131
O 3.084582 0.965086 0.763393 0.075 0.082 -0.195
C 2.513071 -3.453862 -0.503407 0.053 -0.065 0.105
O 2.527643 -4.683130 -0.653119 -0.079 0.186 -0.096
O 2.150667 -2.544303 -1.305781 0.055 -0.016 0.067
H 3.795796 -4.653861 4.072462 0.003 -0.035 0.038
H 3.163590 -4.760572 1.881999 0.009 0.007 0.017
H 4.257105 -1.130169 3.982886 -0.030 -0.050 -0.049
C -2.285440 4.061356 0.361635 -0.130 0.105 0.006
C -0.995069 3.292563 0.176644 0.118 -0.126 0.017
C 0.239605 4.171592 0.302017 0.086 0.062 0.038
O -0.966808 2.251120 1.122866 -0.012 -0.090 0.010
C -0.263690 1.169806 0.479565 -0.089 -0.010 0.054
C -0.839512 1.248174 -0.929820 0.113 0.128 -0.021
O -0.982260 2.676905 -1.099757 0.008 -0.121 -0.198
C 0.047684 0.632127 -2.061033 -0.054 0.016 0.009
O 1.358146 0.538458 -1.678069 0.087 0.029 -0.131
C -0.512425 -0.737414 -2.536069 0.042 -0.027 0.081
C 0.345806 -1.514446 -3.315506 0.037 0.020 0.013
C -0.051054 -2.736155 -3.825378 -0.061 -0.042 -0.015
C -1.330621 -3.222209 -3.565224 0.056 0.084 0.033
C -2.192008 -2.467360 -2.786768 0.063 0.063 -0.109
C -1.785337 -1.234104 -2.277545 -0.067 0.047 -0.284
C -0.035162 1.557617 -3.301534 -0.115 -0.072 0.080
C 1.113206 2.177647 -3.771114 0.046 0.069 -0.015
C 1.066245 2.998337 -4.895770 -0.055 -0.030 0.021
C -0.134029 3.209679 -5.562996 0.046 -0.053 0.071
C -1.289110 2.589892 -5.093625 0.026 0.036 -0.028
C -1.235408 1.771698 -3.976154 -0.043 -0.023 0.018
C -0.388132 -0.159040 1.255857 0.116 -0.021 0.163
O 0.610846 -1.002923 0.846060 -0.360 -0.082 0.024
C -1.776525 -0.786824 1.024931 -0.002 -0.055 0.148
C -1.842175 -2.083950 0.534456 -0.065 -0.092 0.137
C -3.071797 -2.698399 0.312122 -0.047 0.032 0.203
C -4.255196 -2.016602 0.570458 0.141 -0.033 -0.018
C -4.198154 -0.713070 1.057118 0.105 0.040 -0.016
C -2.968105 -0.106852 1.288610 -0.050 -0.058 0.021
C -0.176373 0.102666 2.775573 -0.023 -0.039 -0.110
C -0.871624 -0.600717 3.756162 0.016 0.014 0.011
C -0.544177 -0.474964 5.104777 0.038 0.036 -0.046
C 0.491461 0.360929 5.498306 -0.035 0.003 -0.111
C 1.197103 1.065995 4.525757 -0.038 -0.023 0.027
C 0.863249 0.939839 3.185505 0.055 -0.014 0.009
H -2.333012 4.475056 1.372915 -0.005 -0.017 -0.078
H -3.129166 3.385094 0.207506 0.051 0.040 0.018
H -2.338639 4.873900 -0.367370 -0.024 -0.036 0.056
H 0.250033 4.657203 1.281611 0.026 0.006 -0.057
H 0.237650 4.929800 -0.486139 0.008 -0.049 0.053
H 1.138141 3.559431 0.195089 -0.058 0.053 0.012
H 0.800313 1.396766 0.425898 0.045 0.070 0.046
H -1.839401 0.821189 -0.937434 -0.053 0.094 -0.012
H 1.355321 -1.154773 -3.476391 -0.081 -0.024 0.012
H 0.651023 -3.331267 -4.399611 -0.026 0.026 0.045
H -1.637634 -4.192294 -3.941187 0.006 0.019 -0.009
H -3.181996 -2.840596 -2.544226 0.051 0.032 -0.027
H -2.487597 -0.688635 -1.658741 0.026 -0.078 -0.127
H 2.033065 2.000495 -3.225265 -0.068 0.009 -0.048
H 1.974409 3.476627 -5.251416 -0.043 -0.026 0.022
H -0.171062 3.845748 -6.440945 -0.001 -0.004 0.014
H -2.233834 2.745892 -5.605853 0.035 -0.014 0.029
H -2.140889 1.287109 -3.620776 0.073 0.024 -0.023
H -0.900390 -2.573893 0.309651 -0.064 0.021 0.020
H -3.103149 -3.709244 -0.082311 0.014 0.050 0.026
H -5.214190 -2.491320 0.391904 0.008 0.001 -0.005
H -5.115799 -0.169260 1.258338 0.026 -0.002 0.001
H -2.922090 0.904808 1.675854 -0.002 -0.030 -0.010
H -1.670104 -1.274385 3.467107 0.016 0.023 0.005
H -1.095849 -1.044561 5.846890 0.010 0.018 -0.030
H 0.755016 0.454902 6.546567 0.003 -0.006 -0.020
H 2.030494 1.701022 4.806088 -0.020 -0.021 -0.037
H 1.454506 1.465513 2.443552 -0.120 0.001 0.084